[1]
This record from OMol25 describes one molecule with the formula C20H18N4S. The level of theory is ωB97M-V/def2-TZVPD.

Output
E ... -1390.186394 a.u.
Energy relative to the best compared isomer or geometry (same formula, charge and spin) ... 3.4 kJ/mol
LUMO ... 0.5 eV

Geometry as ORCA input:
```
! RIJCOSX wB97M-V def2-TZVPD def2/J DEFGRID3
* xyz 0 1
S -4.080 2.017 0.279
N 2.522 1.079 -0.717
N -4.115 -0.616 -0.850
N -1.965 0.598 0.979
N 2.211 -0.431 0.895
C 3.715 0.470 -0.452
C -4.813 -0.638 0.273
C 6.031 -0.100 -0.550
C 1.647 0.531 0.089
C 4.597 -1.251 1.039
C -1.535 2.306 -0.640
C -0.208 1.954 -0.677
C 5.845 -1.053 0.476
C -2.384 1.587 0.206
C 7.394 0.091 -1.146
C 7.010 -1.861 0.963
C 0.251 0.900 0.130
C -5.580 -1.738 0.651
C -0.690 0.265 0.938
C 3.541 -0.490 0.571
C -4.869 -2.816 -1.355
C -5.606 -2.843 -0.180
C 4.974 0.659 -1.012
C -4.738 0.570 1.159
C -4.141 -1.673 -1.640
H 6.703 -2.541 1.754
H 8.110 0.396 -0.383
H 1.745 -0.980 1.595
H 7.368 0.853 -1.919
H 7.793 -1.211 1.353
H -5.722 0.851 1.532
H -6.194 -3.711 0.081
H 7.440 -2.446 0.151
H 5.111 1.389 -1.794
H -1.933 3.106 -1.243
H -4.865 -3.657 -2.031
H 4.454 -1.981 1.824
H -4.061 0.381 1.994
H -3.548 -1.591 -2.542
H -6.140 -1.721 1.574
H -0.424 -0.558 1.592
H 7.756 -0.837 -1.588
H 0.501 2.461 -1.312
*
```

***

[2]
This record from OMol25 describes an isolated ion of composition C10H14NO and charge +1 at a distorted geometry. The level of theory is ωB97M-V/def2-TZVPD.

Output
E ... -519.104869 a.u.
Energy relative to the best compared isomer or geometry (same formula, charge and spin) ... 301.0 kJ/mol
LUMO ... -2.7 eV

Geometry as ORCA input:
```
! RIJCOSX wB97M-V def2-TZVPD def2/J DEFGRID3
* xyz 1 1
O 0.407 -2.059 -0.179
N -0.464 0.232 -0.037
C 3.219 0.865 0.090
C -2.140 -1.864 -0.021
C 1.442 -1.192 -0.229
C -1.022 1.264 -1.001
C -0.681 0.710 1.332
C 3.646 -0.441 0.220
C 1.034 0.114 -0.226
C 1.958 1.210 -0.207
C -0.877 -1.152 -0.506
C 2.787 -1.468 0.026
H -1.293 1.006 -2.050
H -1.834 -2.492 0.814
H -2.682 -2.624 -0.712
H -0.842 -1.155 -1.525
H -1.992 1.571 -0.414
H 4.690 -0.747 0.476
H -1.719 0.819 1.561
H -0.393 2.149 -1.038
H 1.538 2.210 -0.094
H 3.320 -2.442 -0.053
H -0.209 -0.201 2.004
H -0.011 1.596 1.524
H -2.739 -1.052 0.363
H 4.008 1.628 0.120
*
```

***

[3]
This record from OMol25 describes C19H22NO6PPtS3Se as an isolated structure at a distorted geometry. The level of theory is ωB97M-V/def2-TZVPD.

Output
E ... -5299.962040 a.u.
Energy relative to the best compared isomer or geometry (same formula, charge and spin) ... 370.3 kJ/mol
LUMO (alpha / beta) ... -2.8 / -2.8 eV

Geometry as ORCA input:
```
! RIJCOSX wB97M-V def2-TZVPD def2/J DEFGRID3
* xyz 0 1
Pt -0.827 0.059 0.899
Se -1.916 -1.012 -1.398
S 0.195 -2.392 1.075
S 1.271 0.549 -0.118
S -3.778 3.257 2.208
P 1.498 -1.478 -0.235
O 2.776 -1.758 0.698
O -2.594 -1.481 -2.766
O -0.457 -1.809 -1.189
O 2.095 -2.049 -1.561
O -2.749 -1.289 -0.002
O -1.481 0.578 -1.338
N -1.814 2.001 1.172
C -1.902 3.173 0.446
C -2.926 4.014 0.891
C -3.130 5.263 0.314
C -3.650 0.515 3.960
C 1.750 -2.092 -2.984
C 4.508 -0.262 -0.225
C -1.096 3.543 -0.627
C -2.299 5.639 -0.722
C -1.304 4.778 -1.201
C 4.190 -1.589 0.440
C 4.739 -2.776 -0.335
C 1.263 -0.756 -3.500
C -2.718 0.735 2.952
C -2.716 1.898 2.099
C 0.824 -3.253 -3.294
C -1.593 -1.307 3.516
C -3.556 -0.621 4.743
C -2.520 -1.523 4.529
C -1.696 -0.187 2.712
H -4.448 1.230 4.118
H -0.219 -2.977 -3.164
H -0.793 -2.019 3.368
H -0.698 5.086 -2.043
H -2.423 6.615 -1.172
H 4.519 -2.688 -1.399
H 0.981 -3.568 -4.328
H -2.437 -2.407 5.147
H -0.351 2.848 -0.992
H 0.277 -0.512 -3.109
H 1.193 -0.802 -4.587
H 4.611 -1.599 1.445
H 4.123 0.567 0.368
H 1.954 0.042 -3.221
H -3.919 5.915 0.664
H 5.820 -2.835 -0.201
H 2.727 -2.298 -3.424
H -4.289 -0.808 5.516
H 4.293 -3.698 0.036
H 4.057 -0.215 -1.219
H 5.588 -0.151 -0.328
H 1.049 -4.093 -2.637
*
```

***

[4]
This record from OMol25 describes C33H54BN5O5P2Sr as an isolated structure at a distorted geometry. The level of theory is ωB97M-V/def2-TZVPD.

Output
E ... -2678.201938 a.u.
Energy relative to the best compared isomer or geometry (same formula, charge and spin) ... 88.7 kJ/mol
LUMO ... -0.2 eV

Geometry as ORCA input:
```
! RIJCOSX wB97M-V def2-TZVPD def2/J DEFGRID3
* xyz 0 1
Sr 1.001 -0.657 -0.647
P 2.878 0.897 1.579
P -1.573 2.095 -1.688
O 8.279 -0.459 -4.850
O 3.126 -1.238 -1.399
O -0.698 -2.922 -0.581
O 7.747 -0.399 -2.766
O 1.537 -0.542 -2.840
N -2.185 -1.973 0.862
N 0.217 1.279 2.325
N -1.603 1.536 0.997
N 7.471 -0.476 -3.945
N -2.268 -4.233 0.379
C -3.454 4.344 -1.661
C 2.043 3.491 1.215
C -1.774 2.344 2.117
C -1.173 4.563 -0.674
C 1.520 0.964 2.877
C -1.991 3.919 -1.807
C -1.435 4.449 -3.134
C -3.775 1.727 -3.575
C 5.103 -0.692 -3.296
C 4.112 3.321 2.591
C 6.032 -0.599 -4.308
C -1.609 3.677 4.543
C 5.505 0.059 1.818
C -2.689 -0.294 -2.617
C -3.471 -4.447 1.153
C -2.489 1.557 -0.155
C 4.314 0.286 4.023
C -0.647 2.176 2.947
C -1.663 -3.037 0.191
C 4.171 2.820 0.135
C 4.340 -0.720 -5.975
C -2.812 3.176 2.502
C 5.683 -0.616 -5.644
C -2.453 1.152 -3.071
C 3.380 -0.799 -4.974
C 3.704 -1.529 2.414
C 2.736 -0.873 -2.551
C 3.343 2.706 1.427
C -2.718 3.845 3.725
C 4.158 -0.064 2.543
C 3.762 -0.794 -3.638
C -1.433 1.114 -4.223
C -0.560 2.838 4.160
B -0.348 0.780 1.069
H -1.879 -4.985 -0.162
H -1.526 4.266 0.315
H 3.564 3.234 3.532
H 2.737 -1.707 2.891
H -3.290 -4.350 2.226
H 4.374 3.873 -0.083
H -3.559 -0.386 -1.965
H 5.099 2.876 2.719
H -3.641 2.685 -4.076
H -4.212 1.036 -4.305
H -3.355 2.180 0.056
H -0.118 4.294 -0.751
H 5.390 -0.120 0.745
H -1.823 -0.719 -2.100
H -2.872 -0.915 -3.499
H 5.082 -0.360 4.462
H -1.610 -1.126 0.858
H -2.756 -2.121 1.677
H 4.044 -0.732 -7.015
H -0.536 0.565 -3.931
H -1.502 5.542 -3.146
H -3.940 3.894 -0.795
H 5.127 2.300 0.210
H -4.045 4.110 -2.544
H 1.503 -0.012 3.371
H -4.258 -3.749 0.864
H 6.201 -0.690 2.207
H 3.627 2.399 -0.713
H 1.428 3.050 0.428
H 0.292 2.703 4.815
H -2.845 0.548 -0.352
H 1.438 3.547 2.119
H 1.790 1.707 3.631
H -3.690 3.308 1.880
H -3.491 5.429 -1.519
H -3.830 -5.456 0.969
H 6.455 -0.555 -6.396
H 5.407 -0.684 -2.260
H -1.876 0.619 -5.095
H -1.252 5.652 -0.746
H -3.520 4.503 4.034
H -4.498 1.854 -2.766
H 4.257 4.388 2.394
H 2.327 -0.861 -5.211
H 3.390 0.119 4.579
H -1.556 4.199 5.490
H -1.989 4.075 -3.996
H 4.437 -2.183 2.895
H -0.384 4.175 -3.257
H 5.961 1.040 1.956
H 4.624 1.316 4.179
H 2.297 4.515 0.920
H 3.631 -1.822 1.363
H -1.124 2.115 -4.527
*
```

***

[5]
This record from OMol25 describes a 9-piece molecular cluster, C31H55F12N5O13 overall at a distorted geometry. The level of theory is ωB97M-V/def2-TZVPD.

Output
E ... -3664.618533 a.u.
Energy relative to the best compared isomer or geometry (same formula, charge and spin) ... 0.0 kJ/mol
LUMO ... 0.3 eV

Geometry as ORCA input:
```
! RIJCOSX wB97M-V def2-TZVPD def2/J DEFGRID3
* xyz 0 1
F -16.376 -10.319 8.243
F -24.176 -7.098 5.148
F -14.218 -10.589 8.655
F -13.812 -7.553 5.026
F -23.241 -11.251 3.466
F -14.963 -9.344 5.304
F -25.469 -5.990 3.662
F -15.109 -7.784 6.775
F -15.262 -12.116 7.585
F -22.662 -9.261 3.866
F -25.896 -5.996 5.795
F -24.050 -10.206 5.206
O -27.215 -8.264 5.380
O -16.767 -8.123 3.866
O -18.768 -15.061 9.300
O -15.103 -11.647 10.846
O -16.894 -12.497 9.852
O -16.247 -6.113 4.743
O -20.126 -9.272 -1.959
O -20.754 -11.067 4.602
O -17.415 -13.836 3.494
O -21.997 -11.263 6.476
O -26.115 -8.629 3.430
O -21.979 -9.115 10.358
O -20.794 -15.482 4.846
N -21.634 -13.921 3.500
N -15.979 -14.005 1.773
N -19.189 -14.952 7.075
N -19.937 -9.512 0.285
N -22.936 -10.929 9.302
C -15.785 -11.828 9.898
C -17.074 -3.965 4.219
C -26.338 -7.986 4.418
C -19.741 -9.928 -1.000
C -15.378 -11.179 8.533
C -20.450 -14.048 2.583
C -17.270 -13.173 11.120
C -15.007 -8.015 5.469
C -20.655 -16.238 8.661
C -19.470 -10.080 1.524
C -23.790 -10.113 11.443
C -17.004 -13.617 0.737
C -28.021 -9.474 5.015
C -22.571 -14.274 5.796
C -16.255 -14.054 3.080
C -23.996 -11.890 9.073
C -18.023 -14.153 6.701
C -22.827 -10.012 10.309
C -18.152 -12.261 11.974
C -22.943 -10.392 4.468
C -19.542 -11.607 5.259
C -19.162 -11.290 -1.268
C -17.277 -5.429 3.920
C -21.609 -14.591 4.644
C -19.420 -15.388 8.318
C -27.283 -10.762 5.172
C -15.188 -14.257 4.072
C -16.074 -7.386 4.591
C -25.451 -6.730 4.793
C -21.796 -10.926 5.310
C -18.532 -10.566 5.618
H -23.710 -12.509 8.229
H -17.760 -14.107 10.808
H -19.847 -12.221 6.128
H -17.638 -11.299 12.051
H -23.422 -10.806 12.237
H -23.474 -13.684 5.515
H -16.164 -3.660 3.717
H -16.307 -13.446 11.625
H -28.375 -9.309 3.957
H -17.930 -13.286 7.347
H -17.071 -3.739 5.324
H -17.922 -3.390 3.831
H -19.435 -9.335 2.326
H -17.567 -11.068 5.910
H -19.175 -12.303 4.451
H -18.219 -12.708 12.965
H -17.446 -14.456 0.188
H -17.084 -14.693 6.763
H -20.434 -15.045 2.119
H -22.051 -13.645 6.561
H -17.138 -5.733 2.871
H -18.275 -11.187 -1.898
H -20.270 -17.177 8.957
H -24.094 -12.544 9.952
H -20.305 -8.571 0.260
H -19.868 -11.949 -1.687
H -14.218 -14.421 3.651
H -28.014 -11.562 5.214
H -18.815 -9.931 6.453
H -20.056 -10.838 1.935
H -16.398 -13.018 0.022
H -24.952 -11.465 8.814
H -19.715 -15.426 6.341
H -15.326 -13.357 4.718
H -26.814 -10.695 6.128
H -18.279 -5.849 4.146
H -23.962 -9.186 11.871
H -21.386 -16.394 7.833
H -26.574 -10.952 4.367
H -15.051 -14.232 1.448
H -28.923 -9.493 5.674
H -15.501 -15.128 4.623
H -22.359 -10.752 8.508
H -18.778 -11.757 -0.370
H -17.782 -13.002 1.164
H -22.906 -15.167 6.312
H -19.140 -12.107 11.518
H -17.996 -13.906 5.663
H -18.397 -9.980 4.717
H -21.191 -15.870 9.522
H -24.747 -10.572 11.207
H -22.336 -13.195 3.402
H -18.473 -10.517 1.351
H -20.536 -13.270 1.817
H -19.548 -13.905 3.218
*
```

***

[6]
This record from OMol25 describes C25H41Cl3HoO2P2 as an isolated structure at a distorted geometry. The level of theory is ωB97M-V/def2-TZVPD.

Output
E ... -4138.498527 a.u.
LUMO (alpha / beta) ... -2.9 / -3.1 eV

Geometry as ORCA input:
```
! RIJCOSX wB97M-V def2-TZVPD def2/J DEFGRID3
* xyz 1 5
Ho 0.028 0.851 -0.544
Cl -2.347 3.656 2.519
Cl 0.099 5.020 1.796
Cl 0.042 3.251 4.080
P 3.321 0.582 -0.529
P -3.132 -0.734 -1.836
O -0.953 1.318 1.526
O 0.758 2.507 0.710
C 1.707 0.580 -2.005
C -1.683 1.301 -2.114
C -0.225 2.371 1.535
C -2.326 -2.351 -1.739
C 1.083 1.892 -2.608
C 1.337 0.235 4.760
C 0.367 -1.918 1.890
C 2.811 -1.306 2.449
C -4.727 -0.434 -0.998
C -2.187 -2.231 2.071
C -2.132 0.456 -0.867
C 0.655 -2.880 0.797
C -0.599 3.556 2.456
C 3.853 2.317 -0.711
C -1.187 -0.485 -4.096
C -0.438 2.219 -2.627
C -0.900 -1.636 2.468
C -2.138 0.220 -3.117
C -0.696 -0.743 3.552
C 0.786 -0.680 -2.273
C 0.697 -0.512 3.671
C 0.290 -0.737 -3.756
C 1.350 -1.221 2.636
C 4.609 -0.470 -1.311
C -1.731 -0.186 4.438
H 3.158 2.951 -1.269
H 2.413 0.330 4.588
H 4.841 2.386 -1.178
H 5.232 -0.925 -0.517
H -0.120 -0.904 -1.608
H 1.415 -1.557 -2.078
H -0.679 2.364 -3.693
H -0.579 3.211 -2.171
H -2.701 -0.652 4.234
H -4.531 0.007 -0.006
H -1.214 0.109 -5.026
H 0.935 -3.873 1.190
H -1.833 0.901 4.299
H 4.140 -1.293 -1.865
H 1.164 -0.253 5.731
H -2.451 2.110 -2.140
H -2.650 1.075 -0.113
H 3.230 -2.147 3.027
H -1.303 -2.382 -2.156
H 3.298 -0.385 2.787
H 0.892 -0.020 -4.315
H 1.489 -2.526 0.173
H -5.265 -1.372 -0.839
H -2.933 -3.031 -2.363
H 3.912 2.734 0.305
H 1.351 1.829 -3.674
H 5.264 0.103 -1.976
H -3.004 0.578 -3.708
H 0.551 -1.716 -4.177
H -0.220 -3.020 0.152
H -2.229 -2.375 0.984
H 2.638 0.413 -2.559
H -2.329 -3.218 2.544
H 1.618 2.783 -2.260
H -5.383 0.284 -1.502
H -1.674 -1.431 -4.396
H 0.914 1.246 4.818
H -1.468 -0.368 5.490
H -2.314 -2.728 -0.704
H -3.027 -1.587 2.355
H 3.061 -1.457 1.391
*
```